# C6H12N2O

3 unconnected molecules or ions with the total composition C6H12N2O (ωB97M-V with the def2-TZVPD basis set, OMol25).

F_max ... 3.99 eV/A
Kohn-Sham gap (alpha / beta) ... 0.2412 / 0.2504 Eh

The geometry in ORCA input format:
```
! wB97M-V def2-TZVPD RIJCOSX def2/J DEFGRID3
* xyz 0 1
O 1.0873 2.1269 -1.7875
N 1.7554 0.0098 -2.2091
N 1.5070 0.3774 1.4424
C 1.0229 0.9411 -1.5208
C 0.3803 0.4932 0.7357
C -0.7851 1.3822 0.4916
C -1.1973 -0.9332 1.8946
C -0.6352 -0.0544 0.0215
C -1.1402 -1.0685 -0.9352
H 1.9138 1.2114 1.8358
H -1.1909 -0.6476 -1.9398
H -2.2744 -0.9021 1.7539
H -0.6453 2.1836 -0.2312
H 2.2716 0.2945 -3.0382
H 2.1403 -0.3809 1.2363
H -1.4629 1.6084 1.3078
H -0.8979 -0.3884 2.7857
H -0.7785 -1.9352 1.8511
H -0.4826 -1.9407 -0.9511
H 1.5464 -0.9678 -2.1039
H -2.1347 -1.4098 -0.6397
*
```

=====

# C6H12N2O

A single C6H12N2O molecule (ωB97M-V with the def2-TZVPD basis set, OMol25).

SMILES string ... C/C(N)=C(C)\C(N)=C/O
F_max ... 1.75 eV/A
Kohn-Sham gap ... 0.2811 Eh

The geometry in ORCA input format:
```
! wB97M-V def2-TZVPD RIJCOSX def2/J DEFGRID3
* xyz 0 1
O 1.2986 -1.5959 1.4029
N -2.0051 -0.6324 0.7653
N 2.1415 1.2909 -0.6936
C -0.9088 -0.4528 -0.0702
C -0.1054 0.6755 0.0838
C 1.2699 0.3726 -0.0966
C -0.5643 1.9920 0.6537
C -0.9051 -1.3999 -1.2396
C 1.6240 -0.9248 0.2331
H 3.0756 0.9451 -0.8534
H 0.2587 2.7043 0.6282
H -2.1502 0.0321 1.5084
H -0.8948 -2.4418 -0.9110
H -0.0268 -1.2429 -1.8585
H -0.8624 1.9092 1.7041
H -2.6775 -1.3518 0.5476
H 1.7695 1.7897 -1.4894
H 0.3610 -1.4596 1.6018
H 2.5313 -1.3555 -0.1844
H -1.4161 2.3958 0.1012
H -1.8137 -1.2499 -1.8334
*
```

=====

# C6H12N2O

A single C6H12N2O molecule (ωB97M-V with the def2-TZVPD basis set, OMol25).

SMILES string ... C=C(C)C(=O)[C@H](N)NC
F_max ... 2.89 eV/A
Kohn-Sham gap ... 0.3428 Eh

The geometry in ORCA input format:
```
! wB97M-V def2-TZVPD RIJCOSX def2/J DEFGRID3
* xyz 0 1
O -1.0772 0.3685 1.9004
N 1.5002 0.1975 0.7352
N 0.5742 -1.7682 1.9826
C -1.3808 -0.7021 -1.5534
C -1.7097 1.5883 -0.6379
C 1.8534 0.8354 -0.5135
C -1.2723 0.3425 -0.4826
C 0.5214 -1.0183 0.8000
C -0.6270 -0.0138 0.8201
H -1.6683 2.2942 0.1778
H 2.7618 1.4083 -0.3616
H 1.4934 -2.1417 2.1786
H 0.6700 -1.6077 -0.1051
H 0.2132 -1.2091 2.7600
H -1.7085 -1.6504 -1.1278
H 2.0509 0.0717 -1.2664
H 1.0715 1.5028 -0.9122
H 1.4272 0.8399 1.5169
H -0.4204 -0.8619 -2.0459
H -2.1777 1.9189 -1.5508
H -2.0951 -0.3948 -2.3142
*
```

=====

# C6H12N2O

2 unconnected molecules or ions with the total composition C6H12N2O (ωB97M-V with the def2-TZVPD basis set, OMol25).

F_max ... 1.26 eV/A
Kohn-Sham gap (alpha / beta) ... 0.3023 / 0.2788 Eh

The geometry in ORCA input format:
```
! wB97M-V def2-TZVPD RIJCOSX def2/J DEFGRID3
* xyz 0 1
O 0.3595 1.0491 -0.1563
N -0.9129 1.4561 -0.1211
N -2.3012 -1.6477 -1.3524
C 0.1395 0.3306 2.1346
C 2.3574 0.1716 0.7651
C -1.1679 -1.9997 -1.1119
C 0.9127 0.5255 0.8816
C 0.0436 -2.2220 -0.7189
C -1.3164 1.9008 -1.4275
H -2.0873 1.2245 -1.8160
H 0.8812 -1.7862 -1.2308
H -0.8273 -0.1052 1.8769
H 0.2443 -2.8506 0.1272
H -0.4738 1.9271 -2.1325
H -1.7476 2.9039 -1.3399
H -0.0701 1.2939 2.5999
H 2.6988 0.3316 -0.2572
H -2.8860 -2.1260 -2.0382
H 2.5263 -0.8704 1.0438
H 0.6737 -0.3036 2.8355
H 2.9536 0.7967 1.4377
*
```

=====

# C6H12N2O

A single C6H12N2O molecule (ωB97M-V with the def2-TZVPD basis set, OMol25).

SMILES string ... C=C(/C(O)=C\N)[C@H](C)N
F_max ... 4.87 eV/A
Kohn-Sham gap ... 0.2985 Eh

The geometry in ORCA input format:
```
! wB97M-V def2-TZVPD RIJCOSX def2/J DEFGRID3
* xyz 0 1
O 0.3832 -1.9848 -1.4036
N -0.9607 0.6855 1.9369
N 1.0555 1.6515 -1.4876
C 1.8342 -0.1529 1.2028
C -2.0048 -0.4817 0.1214
C 0.7071 0.3460 -1.8081
C 0.8336 -0.6424 0.4693
C -0.8305 -0.4428 1.0822
C 0.6675 -0.7071 -0.9550
H 0.2974 -1.9508 -2.3690
H 2.8726 -0.3153 0.9233
H -1.9548 -1.3592 -0.5287
H -0.8230 -1.3506 1.6904
H 1.0670 1.8419 -0.4899
H -2.0382 0.4136 -0.5066
H 0.5709 2.3662 -2.0202
H 1.6808 0.2686 2.1994
H -0.8424 1.5545 1.4242
H 0.7481 0.1635 -2.8799
H -0.3166 0.6542 2.7209
H -2.9468 -0.5581 0.6778
*
```

=====

# C6H12N2O

2 unconnected molecules or ions with the total composition C6H12N2O (ωB97M-V with the def2-TZVPD basis set, OMol25).

SMILES string ... C=NC(=C)N.C/C=C\O
F_max ... 4.64 eV/A
Kohn-Sham gap ... 0.2867 Eh

The geometry in ORCA input format:
```
! wB97M-V def2-TZVPD RIJCOSX def2/J DEFGRID3
* xyz 0 1
O 2.5420 -0.1720 1.0660
N -0.6919 0.8154 0.8306
N -2.6182 -0.1938 -0.3068
C 1.1396 0.1776 -0.8236
C -1.3643 -0.3588 0.2963
C -1.0862 -1.5251 0.9303
C 1.5600 0.5711 0.4425
C 1.7734 -0.8802 -1.6681
C -1.3203 1.8923 1.1071
H 2.4488 -1.5410 -1.1241
H -3.3713 -0.7906 -0.0023
H -2.3998 1.9422 1.2270
H -2.7664 0.5881 -0.9242
H 2.3486 -0.4078 -2.4693
H 0.4604 0.8670 -1.3059
H -0.8560 2.8554 0.9464
H -1.7020 -2.3984 0.7943
H 3.4292 0.1132 0.8092
H 1.0117 -1.5121 -2.1260
H -0.1399 -1.6124 1.4346
H 1.6026 1.5701 0.8661
*
```

=====

Q: Which energy above the lowest of the compared OMol25 structures with the same formula, charge and spin values were calculated for the entries above? A: 608.6 218.9 171.6 541.3 277.7 491.5, in kJ/mol.